1.
ORCA calculation (ωB97M-V/def2-TZVPD) on a cluster of 2 separate species, C2H5NO4 in total in a non-equilibrium geometry.

XYZ file:
```
12
Properties=species:S:1:pos:R:3:lowdin_charge:R:1
O 2.3828 0.6100 -0.4519 0.0083
C 2.3169 -0.0187 0.6435 -0.2553
N 1.3763 -0.8957 1.1577 0.1240
C 0.0578 -1.0352 0.5567 -0.5414
O -0.9770 -0.9658 1.1603 0.1336
O 0.1408 -0.7302 -0.7356 0.1128
H 3.0997 -0.0114 1.3537 0.1164
H 1.4697 -0.9313 2.1969 0.1673
H 1.1022 -0.6516 -1.0658 0.1331
O -3.4828 1.4473 -1.2084 -0.1036
H -3.5608 2.3081 -1.7205 0.0577
H -3.9256 0.8746 -1.8866 0.0470
```

Output
Structure (SMILES): O=CNC(=O)O.O
ΔE to the lowest compared entry with this formula, charge and spin in kJ/mol: 189.21
Highest occupied orbital energy in Eh: -0.4037
Spin multiplicity: 1
M in u: 107.06
Charge: 0
LUMO in hartree: 0.01802
Kohn-Sham gap in eV: 11.47

---

2.
ORCA calculation (ωB97M-V/def2-TZVPD) on a structure of composition C16H32BeO2P2 in a non-equilibrium geometry.

XYZ file:
```
53
Properties=species:S:1:pos:R:3:lowdin_charge:R:1
P 0.0924 -1.7318 1.5864 0.8918
P 0.0827 1.4566 1.8957 0.9156
C -0.0177 -0.7007 0.0655 -0.3830
C 0.5224 0.7233 0.2477 -0.3702
H -1.0715 -0.6848 -0.2549 0.0962
H 0.5526 -1.2233 -0.7087 0.0322
H 1.6224 0.7420 0.1624 0.0916
H 0.1147 1.3793 -0.5315 0.0291
C -1.5120 2.2964 1.6311 -0.2346
H -1.6954 2.9492 2.4959 0.0543
H -2.3193 1.5508 1.6059 0.0522
H -1.4880 2.8780 0.7002 0.0401
C 1.2702 2.7810 2.2058 -0.2505
H 1.2999 3.4674 1.3478 0.0496
H 2.2658 2.3513 2.3814 0.0474
H 0.9448 3.3214 3.1059 0.0535
C -0.8954 -3.2232 1.3968 -0.2368
H -0.5981 -3.9305 2.1835 0.0555
H -0.7277 -3.6628 0.4046 0.0451
H -1.9572 -2.9699 1.5277 0.0555
C 1.8419 -2.2227 1.6592 -0.2364
H 2.4790 -1.3446 1.8288 0.0550
H 2.1159 -2.7114 0.7161 0.0464
H 1.9678 -2.9167 2.5001 0.0482
Be -0.4342 -0.3104 3.1224 -0.2114
C 0.6577 1.5441 -2.9145 -0.1207
C -0.6668 1.5922 -2.7466 -0.1285
C -1.6627 0.9175 -3.6538 -0.1775
C -1.2654 -0.5056 -4.1341 -0.1908
C -0.5788 -1.3495 -3.0927 -0.1153
C 0.7537 -1.4335 -2.9332 -0.1415
C 1.7696 -0.6393 -3.7075 -0.1779
C 1.3684 0.8246 -4.0341 -0.1881
C 0.5767 -0.8061 4.4252 -0.2287
H 1.3320 2.1544 -2.2973 0.1093
H -1.1221 2.2803 -2.0254 0.1015
H -1.8446 1.5351 -4.5521 0.1198
H -2.6282 0.8511 -3.1255 0.1089
H -2.2045 -1.0178 -4.4055 0.1116
H -0.6690 -0.4351 -5.0587 0.1022
H -1.2558 -2.0034 -2.5349 0.1071
H 1.1880 -2.2274 -2.3202 0.0993
H 2.0077 -1.1468 -4.6588 0.1190
H 2.7086 -0.6220 -3.1280 0.1092
H 2.3090 1.3676 -4.2283 0.1109
H 0.7928 0.8551 -4.9741 0.1028
H 1.0243 0.0645 4.9094 -0.0113
H 1.3877 -1.5016 4.2080 -0.0365
H -0.0369 -1.2838 5.2013 -0.0001
O -2.9173 1.6202 4.7713 0.0060
C -2.1083 0.7172 4.6606 -0.4484
O -1.9150 -0.0246 3.5628 -0.1978
H -1.4571 0.4086 5.5113 0.1192
```

Output
ΔE to the lowest compared entry with this formula, charge and spin in kJ/mol: 0.00
Highest occupied orbital energy in Eh: -0.2881
Spin multiplicity: 1
M in u: 327.39
Charge: 0
LUMO in hartree: 0.01351
Kohn-Sham gap in eV: 8.21

---

3.
ORCA calculation (ωB97M-V/def2-TZVPD) on the molecule C5H7N in a non-equilibrium geometry.

XYZ file:
```
13
Properties=species:S:1:pos:R:3:lowdin_charge:R:1
C -0.4157 1.1373 -0.6698 -0.0410
C -0.2334 -0.3261 0.0407 -0.7159
C -0.7275 0.1830 1.3446 0.0825
N -1.2135 -1.0714 -0.5635 0.1582
C 1.1877 -0.7140 -0.0093 -0.0750
C 2.3403 -1.0607 -0.0655 0.1253
H -0.0930 0.9685 -1.6962 0.0780
H 0.2096 1.8971 -0.1954 0.0806
H -1.4732 1.4086 -0.6607 0.0840
H -1.6463 -0.2506 1.7324 0.0654
H -0.4648 1.1866 1.6788 0.0641
H -0.8319 -1.9858 -0.8266 0.0666
H 3.3617 -1.3725 -0.1096 0.0273
```

Output
ΔE to the lowest compared entry with this formula, charge and spin in kJ/mol: 591.51
Highest occupied orbital energy (spin up / spin down) in Eh: -0.3472 / -0.3085
Spin multiplicity: 1
M in u: 81.12
Charge: 0
LUMO (spin up / spin down) in hartree: 0.00483 / -0.02256
Kohn-Sham gap (spin up / spin down) in eV: 9.58 / 7.78

---

4.
ORCA calculation (ωB97M-V/def2-TZVPD) on a cluster of 3 separate species, C20H42O15P2 in total in a non-equilibrium geometry.

XYZ file:
```
79
Properties=species:S:1:pos:R:3:lowdin_charge:R:1
O -5.1258 3.0004 -1.1631 0.1341
C -5.3760 2.1660 -1.9797 -0.5005
O -6.6704 2.0387 -2.4383 0.0760
C -4.3967 1.1579 -2.5377 -0.0895
C -2.9777 1.7164 -2.7142 -0.1344
C -2.4503 1.5041 -4.1371 -0.1595
O -1.0360 1.2880 -4.1437 0.0589
C -0.3019 2.3465 -4.5172 -0.5595
O 0.7372 2.5742 -3.9525 0.1581
O -0.7442 3.1067 -5.5449 0.0138
C 0.2219 3.2530 -6.5786 -0.1555
C -0.2637 4.2397 -7.6332 -0.0553
C -0.6342 5.5242 -6.9223 -0.5208
O 0.1617 6.3803 -6.6294 0.1189
O -1.9460 5.6044 -6.6213 0.1099
H -6.6774 2.0746 -3.3989 0.1049
H -4.7985 0.7688 -3.4738 0.1117
H -4.3838 0.3129 -1.8525 0.1368
H -2.8914 2.7549 -2.4044 0.1173
H -2.3359 1.1486 -2.0430 0.1202
H -2.9052 0.5819 -4.4972 0.1232
H -2.7890 2.2971 -4.7993 0.1320
H 0.3957 2.2713 -7.0233 0.1398
H 1.1907 3.6016 -6.2264 0.1357
H -1.1150 3.8340 -8.1698 0.1236
H 0.5608 4.4422 -8.3052 0.1318
H -2.1729 6.5334 -6.5037 0.1257
C -2.2911 4.6765 2.0250 -0.0715
C -1.3276 4.0966 1.0084 -0.2797
O -0.2287 3.4209 1.6148 -0.1947
P -0.3622 1.8635 2.1215 0.5566
O -1.2670 1.2128 1.1351 -0.2400
O 1.0921 1.2527 1.7226 -0.2056
C 1.2141 0.2375 0.7298 -0.2952
C 1.4268 0.8474 -0.6385 -0.0683
O 0.2261 2.1087 3.6190 -0.1795
C -0.3720 3.0278 4.5291 -0.2759
C -1.6887 2.5209 5.0834 -0.0754
H -2.6900 3.8960 2.6775 0.0618
H -3.1286 5.1615 1.5226 0.0822
H -1.7984 5.4203 2.6534 0.0764
H -1.8597 3.4458 0.3130 0.1001
H -0.8992 4.9064 0.4153 0.1208
H 0.3512 -0.4275 0.7427 0.1040
H 2.0835 -0.3682 0.9974 0.1039
H 0.6327 1.5500 -0.8904 0.0674
H 1.4616 0.0724 -1.4056 0.0803
H 2.3626 1.4070 -0.6680 0.0812
H -0.4760 4.0115 4.0711 0.0995
H 0.3398 3.1480 5.3471 0.1237
H -2.3948 2.2958 4.2791 0.0653
H -2.1359 3.2611 5.7469 0.0836
H -1.5350 1.5993 5.6457 0.0803
C 4.5138 -4.0872 0.9867 -0.0750
C 4.2110 -5.5537 1.2279 -0.2868
O 3.7640 -5.8109 2.5549 -0.1978
P 2.1896 -5.5934 2.9820 0.5544
O 1.4067 -5.9794 1.7778 -0.2365
O 1.9381 -6.8478 3.9858 -0.2065
C 1.0282 -7.8964 3.6642 -0.2898
C 1.7326 -9.0207 2.9332 -0.0757
O 2.4856 -4.6862 4.2982 -0.1757
C 3.2050 -3.4576 4.2280 -0.2733
C 2.3958 -2.3471 3.5894 -0.0767
H 3.6332 -3.4683 1.1754 0.0595
H 4.8283 -3.9271 -0.0453 0.0808
H 5.3148 -3.7386 1.6402 0.0772
H 3.4951 -5.9183 0.4899 0.1073
H 5.1243 -6.1363 1.0937 0.1187
H 0.1802 -7.5195 3.0942 0.1039
H 0.6337 -8.2696 4.6113 0.1154
H 2.2378 -8.6590 2.0375 0.0714
H 1.0221 -9.7966 2.6441 0.0760
H 2.4962 -9.4675 3.5717 0.0764
H 4.1634 -3.5994 3.7282 0.0994
H 3.4393 -3.1855 5.2581 0.1245
H 2.0601 -2.6295 2.5871 0.0600
H 2.9863 -1.4334 3.5187 0.0866
H 1.5035 -2.1377 4.1803 0.0836
```

Output
Structure (SMILES): O=C(O)CCCOC(=O)OCCC(=O)O.CCOP(=O)(OCC)OCC.CCOP(=O)(OCC)OCC
Highest occupied orbital energy in Eh: -0.3780
Spin multiplicity: 1
M in u: 584.49
Charge: 0
LUMO in hartree: 0.00957
Kohn-Sham gap in eV: 10.55

---

5.
ORCA calculation (ωB97M-V/def2-TZVPD) on the molecule C3H4OP2 in a non-equilibrium geometry.

XYZ file:
```
10
Properties=species:S:1:pos:R:3:lowdin_charge:R:1
C 0.0662 0.0783 -0.7264 -0.3919
C -0.8357 -0.2621 1.3431 0.1258
C -0.8291 -0.6968 0.0850 -0.5198
O -1.5927 -1.7140 -0.5077 0.0394
P 1.6953 1.9665 1.7073 0.3002
P 1.2987 1.1113 -0.0448 0.3398
H 0.2016 0.1827 -1.7940 0.0286
H -0.7150 -0.3978 2.3921 0.0255
H -0.9301 -2.0259 -1.0966 0.0715
H 1.6407 1.7577 -1.3581 -0.0190
```

Output
ΔE to the lowest compared entry with this formula, charge and spin in kJ/mol: 522.05
Highest occupied orbital energy (spin up / spin down) in Eh: -0.2790 / -0.2895
Spin multiplicity: 1
M in u: 118.01
Charge: 0
LUMO (spin up / spin down) in hartree: -0.02002 / -0.07080
Kohn-Sham gap (spin up / spin down) in eV: 7.05 / 5.95

---

6.
ORCA calculation (ωB97M-V/def2-TZVPD) on the ion C7H14NS with charge +1 in a non-equilibrium geometry.

XYZ file:
```
23
Properties=species:S:1:pos:R:3:lowdin_charge:R:1
C 1.3939 0.4043 -2.6139 -0.0093
C 1.0130 0.4240 -1.1440 -0.1620
C 1.6852 1.5429 -0.1930 -0.0166
C 0.1942 -0.5347 -0.5426 -0.0130
N -0.3272 -0.2699 0.8275 -0.1041
C 0.0990 -1.4771 1.7472 0.0703
C -1.7627 0.0963 1.1812 -0.2660
C -2.7025 -0.5966 0.3050 -0.6317
S -3.3357 0.3442 -0.8575 0.8082
H 0.7378 1.1020 -3.1429 0.1125
H 2.3451 0.8067 -2.7950 0.0737
H 1.2434 -0.5627 -2.8674 0.0505
H 0.9320 2.0731 0.3372 0.0430
H 2.2622 0.9523 0.5667 0.0963
H 2.3791 2.3323 -0.6886 0.1260
H 0.0555 -1.3560 -0.8636 0.0201
H 0.0854 0.5885 1.1786 0.1243
H -0.6095 -2.3007 1.5293 0.1170
H 1.0215 -1.7195 1.3928 0.0646
H -0.0232 -1.2750 2.8127 0.1095
H -1.9088 1.2232 1.0532 0.1271
H -1.8370 -0.0837 2.3088 0.1526
H -2.9403 -1.7137 0.4684 0.1071
```

Output
Structure (SMILES): CC(C)=C[N@H+](C)CC=S
ΔE to the lowest compared entry with this formula, charge and spin in kJ/mol: 311.63
Highest occupied orbital energy in Eh: -0.4651
Spin multiplicity: 1
M in u: 144.26
Charge: +1
LUMO in hartree: -0.16254
Kohn-Sham gap in eV: 8.23

---

7.
ORCA calculation (ωB97M-V/def2-TZVPD) on a structure of composition C3H4Br2S in a non-equilibrium geometry.

XYZ file:
```
10
Properties=species:S:1:pos:R:3:lowdin_charge:R:1
C 0.2555 0.1379 -1.0622 -0.6364
C -1.1105 -0.2306 -1.4113 -0.1414
C 0.5653 0.3372 1.7041 -1.1200
S 1.7422 0.4938 -1.2459 0.7933
Br 2.3814 0.9125 1.5679 0.4814
Br 0.3858 -1.5194 2.3329 0.3901
H -1.4066 0.0291 -2.4908 0.1102
H -1.1778 -1.3389 -1.1758 0.1182
H -1.7715 0.4674 -0.8606 0.0936
H 0.1361 0.7110 2.6418 -0.0890
```

Output
ΔE to the lowest compared entry with this formula, charge and spin in kJ/mol: 393.36
Highest occupied orbital energy (spin up / spin down) in Eh: -0.2764 / -0.2774
Spin multiplicity: 1
M in u: 231.94
Charge: 0
LUMO (spin up / spin down) in hartree: -0.03270 / -0.03236
Kohn-Sham gap (spin up / spin down) in eV: 6.63 / 6.67